# 1
DFT (ωB97M-V/def2-TZVPD) results for a structure of composition C5H17N3 at a distorted geometry.

Each line ends with the Löwdin charge.
Geometry (Å):
C 1.892 0.816 1.244  -0.011
C -2.080 0.105 -1.545  0.011
C 0.087 -0.457 -0.087  -0.296
C 0.621 0.036 1.291  -0.277
C -0.935 0.610 -0.631  -0.248
N -0.351 -1.793 -0.042  0.108
N 0.929 -1.302 1.977  0.130
N -0.330 1.623 -1.584  0.194
H 2.348 0.358 0.417  0.084
H 2.521 0.696 2.070  0.092
H 1.764 1.847 1.211  0.085
H -1.524 -0.474 -2.330  0.123
H -2.407 0.858 -2.149  0.059
H -2.860 -0.467 -1.192  0.081
H 0.946 -0.427 -0.827  0.180
H -0.109 0.363 2.089  0.185
H -1.201 1.247 0.223  0.159
H -0.300 -2.217 -1.004  0.188
H -1.233 -1.953 0.351  0.129
H 1.985 -1.539 1.967  0.200
H 0.404 -1.922 1.061  0.118
H 0.663 -1.494 2.880  0.113
H -0.219 1.213 -2.559  0.203
H 0.544 1.980 -1.151  0.180
H -1.157 2.295 -1.680  0.210

Values from the calculation:
**Relative energy (zero: lowest compared OMol25 entry of this formula, charge and spin)**: 162.3 kJ/mol
**Strongest force on any atom**: 5.620 eV/Å
**Charge**: +2
**E_tot**: -364.2952 hartree

# 2
DFT (ωB97M-V/def2-TZVPD) results for a structure of composition C5H17N3O at a distorted geometry.

Each line ends with the Löwdin charge.
Geometry (Å):
C 1.334 0.444 0.861  -0.537
C 1.338 -0.927 0.433  -0.124
C 0.776 0.706 2.247  -0.038
C 0.650 1.668 -1.562  -0.090
N 0.147 1.398 -0.209  -0.007
O 2.517 1.201 0.698  -0.022
H 3.128 0.667 0.178  0.094
H -0.112 2.268 0.245  0.122
H 1.383 -1.659 1.231  0.046
H 1.933 -1.141 -0.455  0.033
H -0.313 -1.069 -0.072  0.068
H 1.473 0.327 2.994  0.090
H -0.193 0.222 2.362  0.072
H 0.678 1.784 2.393  0.078
H -0.115 2.151 -2.175  0.083
H 1.529 2.305 -1.502  0.078
H 0.923 0.718 -2.018  0.080
C -1.760 -1.600 -1.564  -0.140
N -1.396 -0.840 -0.380  -0.292
N -2.228 -1.082 0.754  -0.020
H -0.693 0.701 -0.288  0.095
H -2.285 -2.084 0.950  0.065
H -3.173 -0.766 0.546  0.062
H -1.028 -1.397 -2.349  0.067
H -1.767 -2.686 -1.382  0.069
H -2.749 -1.308 -1.934  0.068

Values from the calculation:
**Relative energy (zero: lowest compared OMol25 entry of this formula, charge and spin)**: 385.5 kJ/mol
**Strongest force on any atom**: 1.467 eV/Å
**E_tot**: -440.0724 hartree

# 3
DFT (ωB97M-V/def2-TZVPD) results for a cluster of 2 separate species, C5H17N3Si in total at a distorted geometry.

Each line ends with the Mulliken spin population.
Geometry (Å):
C -1.789 2.013 0.288  0.077
C -0.180 1.810 -1.510  0.033
C 1.376 -1.163 2.714  -0.001
C 2.263 -0.353 0.612  0.006
C -0.890 -1.271 -2.442  0.022
N -2.101 -1.135 0.561  0.884
N -1.035 1.107 -0.582  0.146
N 1.627 -1.476 1.322  0.023
Si -1.382 -0.485 -0.702  0.831
H -2.235 1.424 1.053  0.002
H -1.129 2.737 0.627  0.001
H -2.608 2.382 -0.203  -0.029
H 0.445 2.425 -0.948  -0.019
H 0.548 1.171 -2.099  0.002
H -0.681 2.280 -2.284  -0.006
H 2.241 -0.789 3.114  0.002
H 0.587 -0.453 2.782  -0.002
H 0.951 -1.967 3.194  0.000
H 3.215 -0.206 1.060  0.002
H 2.350 -0.556 -0.441  -0.021
H 1.755 0.610 0.450  0.004
H -1.702 -1.859 -2.839  0.023
H -0.663 -0.521 -3.191  -0.008
H -0.192 -2.056 -2.444  0.007
H -1.647 -1.787 1.132  0.004
H 0.874 -1.883 0.776  0.021

Values from the calculation:
**Spin multiplicity**: 3
**Strongest force on any atom**: 7.557 eV/Å
**E_tot**: -654.2400 hartree

# 4
DFT (ωB97M-V/def2-TZVPD) results for a structure of composition C5H18BrNSi3 at a distorted geometry.

Each line ends with the Löwdin charge.
Geometry (Å):
C -0.805 2.588 -0.992  -0.207
C 1.051 1.732 1.565  -0.196
C -1.815 -2.540 -0.534  -0.207
C -2.830 -0.196 0.988  -0.226
C 3.987 -0.747 0.669  0.005
N 0.005 -0.258 -0.518  -0.467
Si 0.627 1.411 -0.350  0.487
Si -1.682 -0.702 -0.448  0.399
Si 1.287 -1.374 -0.691  0.124
Br 1.955 -1.330 -2.785  0.297
H -1.793 1.969 -1.118  0.003
H -1.053 3.520 -0.565  -0.016
H -0.481 2.674 -2.164  0.076
H 0.515 2.510 1.983  -0.032
H 0.991 0.875 2.268  0.031
H 2.157 2.013 1.392  0.032
H -2.594 -2.644 -1.234  0.020
H -0.878 -2.791 -0.902  -0.065
H -1.973 -2.906 0.465  0.041
H -3.544 0.676 0.646  0.054
H -3.503 -1.101 1.319  0.059
H -2.583 0.185 1.956  -0.010
H 3.646 -0.093 1.476  -0.042
H 4.411 -1.634 0.898  -0.089
H 4.367 -0.277 -0.293  -0.003
H 1.823 1.294 -1.156  -0.035
H -2.370 -0.083 -1.691  0.016
H 1.082 -2.770 -0.185  -0.050

Values from the calculation:
**Relative energy (zero: lowest compared OMol25 entry of this formula, charge and spin)**: 334.0 kJ/mol
**Strongest force on any atom**: 5.051 eV/Å
**E_tot**: -3698.5221 hartree

# 5
DFT (ωB97M-V/def2-TZVPD) results for a cluster of 2 separate species, C5H18BrNSi3 in total at a distorted geometry.

Each line ends with the Löwdin charge.
Geometry (Å):
C 1.300 -2.300 0.927  -0.216
C 2.830 0.569 0.854  -0.203
C -0.921 -1.503 -1.856  -0.195
C -1.126 1.308 -2.662  -0.200
C -2.682 0.999 2.160  -0.244
N -0.060 0.444 0.307  -0.426
Si 1.282 -0.513 1.277  0.526
Si -0.069 0.180 -1.425  0.499
Si -1.157 1.442 1.148  0.807
Br -2.878 -2.464 1.445  -0.485
H 0.672 -2.671 0.013  0.061
H 2.332 -2.697 0.838  0.036
H 0.954 -2.839 1.893  0.070
H 3.112 0.308 -0.101  -0.036
H 2.723 1.670 0.928  0.041
H 3.700 0.186 1.490  0.052
H -1.390 -1.654 -2.753  -0.010
H -0.098 -2.120 -1.819  -0.044
H -1.636 -1.812 -1.029  -0.020
H -1.471 0.789 -3.652  0.077
H -1.943 1.774 -2.229  -0.028
H -0.357 1.909 -3.030  -0.032
H -3.539 1.278 1.509  0.038
H -2.616 -0.098 2.371  -0.096
H -2.602 1.571 3.161  0.069
H 0.728 -0.235 2.573  -0.019
H 1.334 0.441 -1.749  -0.006
H -0.269 2.533 1.686  -0.014

Values from the calculation:
**Relative energy (zero: lowest compared OMol25 entry of this formula, charge and spin)**: 380.2 kJ/mol
**Strongest force on any atom**: 4.168 eV/Å
**E_tot**: -3698.5045 hartree

# 6
DFT (ωB97M-V/def2-TZVPD) results for a cluster of 3 separate species, C5H18N3O2 in total at a distorted geometry.

Each line ends with the Löwdin charge.
Geometry (Å):
C -2.142 0.792 -2.797  -0.078
C -1.366 0.621 -1.501  -0.408
C 0.142 0.425 -1.811  -0.114
C 0.914 0.261 -0.531  -0.319
C 1.222 -1.019 -0.107  -0.100
N 1.839 -1.374 1.147  0.181
N 1.274 1.396 0.123  0.165
N -1.879 -0.550 -0.709  0.044
H -1.876 1.729 -3.350  0.095
H -2.023 -0.052 -3.503  0.090
H -3.237 0.883 -2.606  0.088
H -1.442 1.539 -0.803  0.163
H 0.510 1.278 -2.382  0.129
H 0.288 -0.461 -2.482  0.141
H 0.962 -1.814 -0.739  0.102
H 2.101 -0.569 1.718  0.119
H 2.648 -1.928 0.994  0.155
H 1.149 -1.915 1.713  0.162
H 1.566 1.427 1.071  0.061
H 0.937 2.269 -0.232  0.113
H -2.849 -0.479 -0.549  0.075
H -1.671 -1.405 -1.163  0.078
H 1.129 0.989 3.783  0.115
H 0.308 0.235 2.710  -0.005
O 1.158 0.646 2.845  -0.078
H -1.077 -0.762 1.096  0.026
H -1.548 -1.190 2.447  0.019
O -0.798 -0.965 2.009  -0.020

Values from the calculation:
**Relative energy (zero: lowest compared OMol25 entry of this formula, charge and spin)**: 33.0 kJ/mol
**Strongest force on any atom**: 4.294 eV/Å
**Charge**: +1
**E_tot**: -515.8364 hartree

# 7
DFT (ωB97M-V/def2-TZVPD) results for a cluster of 3 separate species, C5H18NO2 in total at a distorted geometry.

Each line ends with the Löwdin charge.
Geometry (Å):
C 1.153 0.944 0.861  -0.152
C 0.085 1.887 0.438  -0.179
C -1.362 1.662 0.906  -0.432
C -2.214 2.879 1.048  -0.087
C -2.045 0.691 -0.108  -0.066
N 1.266 -0.282 0.016  0.182
H 1.093 0.632 1.896  0.138
H 2.127 1.419 0.803  0.134
H 0.163 1.959 -0.706  0.152
H 0.350 2.903 0.760  0.131
H -1.298 1.140 1.875  0.137
H -2.187 3.431 0.099  0.094
H -1.867 3.629 1.772  0.089
H -3.268 2.788 1.291  0.088
H -1.551 -0.302 -0.131  0.063
H -3.128 0.618 -0.053  0.080
H -1.955 1.201 -1.107  0.098
H 1.856 -1.050 0.345  0.170
H 0.358 -0.761 -0.044  0.138
H 1.523 -0.292 -0.980  0.150
H 2.488 -6.291 -0.888  0.048
H 1.680 -5.543 0.087  0.038
O 1.945 -5.495 -0.840  -0.058
H 1.406 -3.124 -1.913  0.054
H 1.669 -2.406 -3.189  0.062
O 1.714 -2.238 -2.236  -0.070

Values from the calculation:
**Relative energy (zero: lowest compared OMol25 entry of this formula, charge and spin)**: 92.4 kJ/mol
**Strongest force on any atom**: 2.609 eV/Å
**Charge**: +1
**E_tot**: -406.2866 hartree

# 8
DFT (ωB97M-V/def2-TZVPD) results for a cluster of 4 separate species, C5H18NO2 in total at a distorted geometry.

Each line ends with the Löwdin charge.
Geometry (Å):
C 1.906 -1.545 -1.558  0.040
C 1.392 -0.854 -0.230  -0.387
C 0.793 -1.909 0.662  -0.162
C -0.328 -1.397 1.618  -0.212
C 0.109 -0.132 2.327  -0.085
N 0.419 0.083 -0.576  0.359
H 1.112 -1.784 -2.264  0.104
H 2.647 -0.901 -2.034  0.097
H 2.475 -2.461 -1.374  0.117
H 2.260 -0.364 0.256  0.205
H 1.573 -2.414 1.240  0.136
H 0.342 -2.710 0.058  0.136
H -0.365 -2.138 2.428  0.131
H -1.222 -1.189 1.033  0.098
H 0.394 0.647 1.580  0.025
H 0.930 -0.339 3.011  0.097
H -0.747 0.281 2.860  0.103
H -0.210 3.197 1.054  0.061
H 0.175 2.590 0.970  0.006
H 0.852 0.778 -1.212  0.151
H -1.310 0.406 -0.632  -0.044
H -2.450 1.396 -0.875  0.029
O -2.095 0.774 -0.224  -0.042
H -2.481 3.338 -3.379  0.032
H -3.559 3.430 -2.296  0.067
O -2.612 3.216 -2.443  -0.061

Values from the calculation:
**Relative energy (zero: lowest compared OMol25 entry of this formula, charge and spin)**: 671.5 kJ/mol
**Strongest force on any atom**: 2.654 eV/Å
**Charge**: +1
**E_tot**: -406.0660 hartree